DFT (the ωB97M-V functional and the def2-TZVPD basis) results for a single C23H37BN2O4 molecule.

Properties
SMILES   COCCCCCCCCCCCCc1ccc(COC)c2ncc(B(O)O)nc12
Energy   -1333.983925 hartree
HOMO-LUMO gap   8.43 eV

```
! wB97M-V def2-TZVPD RIJCOSX def2/J DEFGRID3
* xyz 0 1
O -0.84452 1.45238 -7.70534
O 1.60097 -4.01054 4.81586
O -1.92631 3.14037 7.50423
O -3.53551 1.76794 6.46457
N -0.45903 1.38017 5.12640
N 0.11972 -0.99215 6.56032
C 0.40109 1.17215 -2.10436
C 0.75492 -0.68894 5.39475
C -0.51798 2.25424 -6.60086
C -1.77623 -0.75858 -7.25536
C 1.53929 2.38357 1.45124
C -0.10505 -1.73944 -4.62087
C 2.38677 -1.29250 3.70377
C 2.10578 -0.09455 3.00778
C 0.20309 -4.15478 4.85961
C -2.25608 -0.81137 -5.79971
C 1.73198 -1.59013 4.87497
C 0.32981 -0.35257 -4.13197
C 1.18009 0.81054 3.47617
C 0.47984 0.49940 4.68370
C -1.59617 -1.89464 -4.95134
C 0.63563 2.01390 0.27621
C -1.08389 1.06500 6.23796
C -0.76823 -0.11683 6.94245
C 1.38595 1.59614 -0.98944
C 2.04509 -2.88800 5.57743
C -0.54276 0.07267 -7.56517
C 0.59299 -0.26897 -2.61940
C 0.84772 2.12066 2.79549
B -2.21809 2.04324 6.76437
H -3.68927 0.82104 6.41125
H -1.29291 -0.31821 7.86983
H 0.50071 1.87239 -2.93058
H -3.31761 -1.05833 -5.83171
H -1.28205 2.19881 -5.81971
H -2.21884 0.17571 -5.34682
H 0.11329 -2.43566 -3.81308
H -0.37513 0.43234 -4.38154
H 1.60906 -0.58431 -2.39552
H -0.18232 -0.23877 -8.54639
H -0.22434 2.09878 2.60992
H 1.70887 3.45888 1.40543
H -1.67531 -1.77459 -7.63575
H -0.06262 -5.13509 4.48196
H 2.07731 0.78244 -0.77898
H -2.57563 -0.30134 -7.83706
H -0.29585 -3.39066 4.25603
H -0.18304 -4.05643 5.87705
H 3.11717 -3.02372 5.67482
H 0.43190 1.97534 -6.14149
H -0.62279 1.25918 -1.74457
H 2.65185 0.06350 2.09304
H 1.59369 -2.93769 6.56473
H -2.16788 -2.07033 -4.04247
H 1.26653 -0.08120 -4.61888
H -0.44897 3.29420 -6.90509
H 0.49992 -2.04375 -5.47154
H -0.08297 -0.92676 -2.07508
H 3.10601 -2.00320 3.32658
H -2.75003 3.45395 7.89774
H 2.51883 1.92710 1.36742
H -1.69037 -2.81549 -5.53019
H 1.97346 2.43999 -1.34683
H 0.01326 1.16058 0.55367
H 0.99493 2.92894 3.50545
H -0.03410 2.82486 0.00067
H 0.28441 -0.09087 -6.87577
*
```